{
  "formula": "C22H35As3BN7O2Pt",
  "method": "ωB97M-V/def2-TZVPD",
  "elements": ["Pt", "C", "As", "C", "C", "C", "C", "C", "C", "C", "As", "C", "C", "H", "H", "H", "H", "H", "H", "H", "H", "H", "H", "H", "H", "H", "H", "H", "H", "C", "As", "C", "C", "O", "H", "H", "H", "H", "H", "H", "H", "H", "H", "B", "C", "N", "H", "H", "H", "N", "C", "C", "C", "N", "C", "N", "C", "N", "C", "C", "O", "N", "C", "N", "H", "H", "H", "H", "H", "H", "H"],
  "xyz": [[0.093897, 0.958810, 0.244848], [-2.167309, -1.930565, 0.633567], [-0.280653, -1.472698, 0.684420], [0.222396, -2.096561, 2.438739], [0.542673, -2.713439, -0.565868], [1.512204, -3.590867, -0.095326], [2.166891, -4.462512, -0.957723], [1.873943, -4.460362, -2.310398], [0.919678, -3.581184, -2.803924], [0.253426, -2.718793, -1.936809], [-1.059143, -1.566723, -2.747223], [-2.709029, -2.494832, -3.091391], [-0.398027, -0.842764, -4.395128], [-2.294353, -3.011996, 0.644934], [-2.649345, -1.500129, -0.243691], [-2.630056, -1.501921, 1.521842], [-0.140156, -3.111651, 2.594353], [-0.246232, -1.427833, 3.159709], [1.301507, -2.055562, 2.553351], [1.776750, -3.600143, 0.952715], [2.913072, -5.140758, -0.565961], [2.388222, -5.129117, -2.986940], [0.703383, -3.580756, -3.865634], [-2.524856, -3.190250, -3.912851], [-3.456263, -1.756507, -3.379089], [-3.019067, -3.039193, -2.203414], [-0.179910, -1.663582, -5.079924], [0.498218, -0.260411, -4.199890], [-1.180584, -0.208273, -4.807295], [-4.096903, 1.308318, 1.207338], [-2.766224, 2.621115, 1.611501], [-2.772296, 3.983955, 0.269583], [-3.241517, 3.429772, 3.277231], [-1.227999, 1.935485, 1.825133], [-5.050848, 1.816147, 1.066545], [-4.174723, 0.615738, 2.043541], [-3.837314, 0.781449, 0.292581], [-3.742364, 4.480193, 0.280223], [-2.600195, 3.548421, -0.711112], [-1.991488, 4.706212, 0.501991], [-4.251200, 3.833334, 3.211634], [-2.544756, 4.235594, 3.499911], [-3.196449, 2.676740, 4.061371], [-3.531779, 1.180838, -2.859655], [-2.322450, 1.176048, -1.865432], [-1.419717, 1.077018, -1.147288], [-3.093660, 0.836473, -3.934213], [-4.322682, 0.382842, -2.398195], [-3.977975, 2.299896, -2.883063], [1.648288, 0.351330, -1.655161], [2.693860, -0.090148, -1.845640], [3.974661, -0.645725, -2.081962], [5.050354, -0.210220, -1.287918], [5.908780, 0.143941, -0.603395], [4.110182, -1.629485, -3.075210], [4.159369, -2.449490, -3.886248], [3.870817, 2.918043, 3.911851], [3.259016, 2.005184, 2.960623], [3.919024, 0.836849, 2.407065], [2.828377, 0.258373, 1.525203], [2.888273, -0.777297, 0.894327], [1.747449, 1.104784, 1.565502], [2.037895, 2.100259, 2.444872], [1.158624, 3.043311, 2.734877], [4.646289, 2.384308, 4.455426], [3.135194, 3.257225, 4.640542], [4.317476, 3.777098, 3.410843], [4.213297, 0.128128, 3.182627], [4.798986, 1.090788, 1.811343], [0.188351, 2.867699, 2.455838], [1.376690, 3.760049, 3.404980]],
  "atomic_forces_ev_per_a": [[0.05, 0.01, 0.15], [0.00, 0.00, -0.02], [-0.04, -0.11, -0.04], [-0.01, -0.01, -0.03], [0.00, 0.00, 0.00], [0.01, 0.00, 0.00], [0.00, 0.00, 0.00], [0.00, 0.00, 0.00], [-0.01, 0.01, -0.01], [0.00, 0.01, 0.03], [-0.04, 0.00, -0.03], [-0.01, 0.00, -0.01], [0.01, 0.03, 0.01], [0.00, 0.00, 0.00], [-0.01, 0.01, 0.02], [0.00, -0.01, 0.00], [0.02, -0.01, 0.00], [0.00, 0.00, 0.00], [0.03, 0.01, 0.01], [0.00, 0.01, 0.00], [0.00, 0.00, 0.00], [0.00, 0.00, 0.00], [0.00, 0.00, 0.00], [0.01, 0.00, 0.00], [0.00, 0.01, 0.01], [0.00, 0.01, 0.00], [0.00, 0.00, 0.00], [0.01, 0.00, 0.00], [0.00, 0.00, 0.00], [0.01, 0.00, -0.01], [0.00, 0.02, 0.01], [0.00, 0.00, -0.01], [0.00, 0.00, 0.00], [-0.02, 0.00, -0.02], [0.00, 0.00, 0.01], [0.00, 0.00, 0.00], [0.00, 0.01, -0.01], [0.00, 0.00, 0.01], [0.00, 0.00, 0.00], [0.00, 0.00, 0.00], [0.00, 0.00, 0.00], [0.00, 0.00, 0.00], [0.00, 0.00, 0.00], [-0.11, 0.03, 0.13], [0.15, -0.22, -0.15], [0.00, 0.31, 0.06], [0.02, -0.03, -0.01], [0.01, -0.02, -0.01], [0.00, -0.01, -0.02], [0.01, -0.05, 0.02], [0.00, 0.02, -0.09], [-0.01, 0.07, 0.07], [0.02, -0.14, 0.02], [-0.02, 0.07, 0.01], [0.00, -0.01, 0.00], [0.00, 0.01, 0.00], [-0.01, 0.00, 0.00], [0.01, -0.01, 0.00], [0.00, 0.00, 0.00], [0.00, -0.05, 0.01], [-0.01, 0.00, -0.02], [-0.03, 0.06, -0.08], [-0.03, 0.02, 0.02], [0.05, 0.01, 0.00], [0.00, 0.00, -0.01], [0.00, 0.00, 0.00], [0.00, 0.00, 0.00], [0.00, 0.00, 0.00], [0.00, 0.00, -0.01], [-0.04, 0.00, -0.01], [0.01, 0.00, 0.00]],
  "de_lowest_kj_mol": 0.00,
  "spin_multiplicity": 5,
  "e_tot_ev": -224328.2210,
  "fmax_ev_per_a": 0.3,
  "total_charge": 2,
  "s_squared": 6.037
}

=====

{
  "formula": "C35H30BrN6OS3Y",
  "method": "ωB97M-V/def2-TZVPD",
  "elements": ["Y", "Br", "C", "C", "C", "C", "C", "C", "N", "N", "C", "C", "C", "C", "O", "C", "N", "C", "C", "C", "C", "H", "H", "H", "H", "H", "H", "H", "H", "H", "C", "C", "C", "C", "C", "C", "H", "H", "H", "H", "H", "H", "H", "H", "H", "S", "C", "S", "C", "N", "N", "C", "C", "C", "C", "C", "C", "S", "H", "H", "H", "H", "H", "N", "C", "C", "C", "C", "C", "C", "H", "H", "H", "H", "H", "H", "H"],
  "xyz": [[12.444191, 16.689337, 8.918532], [13.202869, 8.973940, 15.555306], [13.439454, 9.090016, 13.687992], [14.701376, 8.827496, 13.050254], [14.794733, 9.114988, 11.698316], [13.686219, 9.641067, 10.968133], [12.414238, 9.671014, 11.509055], [12.290685, 9.403405, 12.843449], [13.942006, 10.408920, 9.863602], [15.132081, 10.908292, 9.639921], [15.057992, 12.198795, 9.163367], [16.104377, 13.072679, 9.616250], [16.002535, 14.458818, 9.480021], [14.980980, 15.043602, 8.750191], [14.649138, 16.329027, 8.832461], [14.006684, 14.167867, 8.131605], [12.999971, 14.771767, 7.390344], [12.068708, 13.939123, 6.913082], [11.989323, 12.524210, 7.093890], [13.000373, 11.940126, 7.836569], [14.031183, 12.752804, 8.351680], [15.531595, 8.468019, 13.688562], [15.755950, 9.265834, 11.134011], [11.585089, 9.965189, 10.837161], [11.337828, 9.580432, 13.372237], [16.811806, 12.589629, 10.250426], [16.837540, 15.029631, 9.857175], [11.290978, 14.500718, 6.325261], [11.238015, 12.000004, 6.549169], [13.062935, 10.880902, 7.961863], [8.889981, 16.010341, 5.075740], [8.786855, 17.279265, 5.840699], [7.520637, 17.465594, 6.723310], [8.904945, 18.469974, 4.878027], [9.967973, 17.275869, 6.663874], [11.108242, 17.262494, 7.233029], [8.168023, 15.725614, 4.301953], [8.788407, 15.154794, 5.743582], [9.909605, 15.867002, 4.669766], [6.590918, 17.727979, 6.229186], [7.660068, 18.340228, 7.406723], [7.470202, 16.571047, 7.311576], [8.288236, 18.354336, 3.932973], [9.924499, 18.514980, 4.510688], [8.648382, 19.439060, 5.278578], [10.801814, 22.547154, 10.075843], [11.615349, 21.045056, 10.139440], [11.550387, 20.174034, 11.611780], [12.424329, 18.808064, 10.836956], [12.794017, 19.078380, 9.599572], [12.366167, 20.363816, 9.178165], [12.735504, 20.851076, 7.894287], [12.296606, 22.089139, 7.449539], [12.564839, 22.485043, 6.116999], [13.386273, 21.698570, 5.299479], [13.913293, 20.487680, 5.790362], [13.506512, 20.034593, 7.035945], [12.568292, 17.377166, 11.744824], [11.653840, 22.650727, 8.106564], [12.223477, 23.531540, 5.852935], [13.527943, 21.975916, 4.262756], [14.320864, 19.748984, 5.121094], [13.778187, 19.040562, 7.218903], [10.297269, 15.890900, 9.963776], [9.719933, 14.573336, 10.070722], [9.869557, 13.879515, 11.288070], [9.036574, 12.779525, 11.431591], [8.295114, 12.196055, 10.372562], [8.309072, 12.891326, 9.122157], [9.011783, 14.069072, 8.979876], [10.307308, 16.274887, 10.931186], [9.750634, 16.458213, 9.321883], [10.646310, 14.121705, 11.959490], [8.891007, 12.328531, 12.403649], [7.818332, 11.230980, 10.455193], [7.785513, 12.533336, 8.242926], [9.067265, 14.532274, 7.970276]],
  "atomic_forces_ev_per_a": [[1.99, -0.24, 0.78], [0.11, -0.07, -0.26], [-0.59, -0.24, -2.86], [-1.21, 0.13, 1.26], [0.23, 1.14, -0.69], [2.89, -1.60, 1.16], [-0.32, 0.05, -1.12], [0.70, -0.05, 2.99], [1.13, 2.53, -1.72], [-2.73, -1.66, 2.39], [1.88, 1.84, -0.97], [-2.54, -1.20, -0.81], [1.17, -0.67, -0.56], [-1.63, 0.91, 0.90], [0.21, -0.78, -0.53], [-0.16, -0.67, -0.23], [-0.17, -1.84, 1.04], [-0.89, 1.16, -0.58], [1.65, 1.53, 0.26], [-0.79, 0.75, -1.36], [0.03, 0.47, 0.45], [-0.44, 0.40, -0.70], [-0.85, -0.74, 1.00], [0.42, -0.02, 0.79], [0.51, -0.31, -0.46], [0.76, 0.02, 0.21], [-0.32, 0.46, 0.27], [0.65, -0.83, 0.58], [-0.44, -0.44, 0.03], [-0.13, -0.21, 0.03], [0.22, -2.64, -0.71], [-1.33, 1.99, -0.49], [0.94, 0.88, 0.47], [-0.25, -0.10, -1.96], [4.78, 0.26, 2.84], [-4.82, 0.54, -2.60], [-0.12, 0.94, -0.10], [0.04, -0.09, 0.48], [-0.51, 0.40, -0.09], [-0.02, -0.58, -0.58], [0.26, -0.75, -0.38], [-0.69, -0.46, 0.54], [0.33, -0.16, 1.19], [0.26, 0.16, -0.01], [-0.01, 0.14, 0.52], [0.55, -1.36, 0.52], [-0.02, 1.31, -1.28], [0.61, -1.01, -0.77], [-0.58, 1.62, 0.32], [-0.57, 0.02, 0.24], [-0.90, 0.01, 1.98], [0.51, -0.85, -0.69], [0.03, -0.27, -1.09], [0.57, 0.85, 0.86], [-0.33, 0.13, 0.33], [-2.00, 0.49, -0.06], [-0.09, 1.39, -0.25], [0.43, -0.41, -0.63], [0.25, 0.28, -0.41], [0.31, -1.59, -0.11], [0.23, 0.10, 0.06], [0.58, 0.17, -0.13], [0.29, -1.16, 0.93], [0.38, -0.50, 0.96], [0.52, 0.39, -0.05], [-1.59, -0.29, -2.41], [-0.66, -1.39, -0.25], [0.86, 2.06, -1.04], [0.06, -1.12, 1.05], [0.16, 0.10, -0.19], [0.05, 0.17, -1.17], [-0.21, 0.18, 0.14], [0.26, 0.63, 1.09], [0.57, -0.25, 0.12], [-0.28, 0.18, 0.28], [-0.03, -0.31, 0.19], [-0.14, 0.06, 1.03]],
  "de_lowest_kj_mol": 130.70,
  "e_tot_ev": -151358.7482,
  "fmax_ev_per_a": 5.6,
  "total_charge": 0
}